This record from the Open Molecules 2025 dataset describes a molecular structure, C36H72AlK2O31P. The level of theory is wB97M-V/def2-TZVPD.

Each line ends with the Löwdin charge.
Positions of all 143 atoms, in Å:
Al 0.625 -1.098 1.353  1.399
O -4.137 -1.341 4.015  0.042
H 5.621 -1.902 2.815  0.102
H 5.001 0.383 -6.464  0.125
C 4.614 3.309 3.915  -0.059
H -2.831 8.332 -0.442  0.083
H 4.029 -3.207 2.432  0.041
O -0.919 -3.308 1.990  0.019
H -3.110 -0.854 5.713  0.095
C 6.327 0.956 -4.884  -0.058
H 6.194 1.481 -3.937  0.088
H -4.213 0.249 -1.187  0.074
K 1.154 -1.982 -3.984  0.844
H -2.629 -2.386 4.986  0.088
C -1.552 4.967 -1.776  -0.596
H 6.253 -0.096 -4.608  0.068
O -4.187 -0.592 1.997  0.050
O 1.941 -3.684 0.975  0.064
H 0.489 0.695 5.360  0.095
O -2.179 -1.088 2.900  0.079
H -5.331 -0.830 -0.277  0.071
C 3.419 -5.347 2.685  -0.164
C -3.485 3.550 1.457  -0.024
H -2.160 9.171 -1.749  0.079
H -1.273 9.083 -0.233  0.079
O 2.084 -5.304 -0.556  0.059
C 3.100 1.234 -4.897  -0.599
O -1.026 -0.665 -2.929  -0.522
H 0.384 -4.218 -1.270  0.087
O 3.524 3.060 1.736  0.076
H -5.293 0.942 0.027  0.100
C 4.703 -0.885 0.428  -0.572
C -4.708 0.061 -0.232  -0.032
C 1.433 -4.467 -1.467  -0.065
H 1.544 1.453 -1.074  0.054
H -3.718 4.594 1.271  0.090
H -8.401 -0.644 -2.909  0.092
H 0.603 1.279 -3.556  0.072
C 3.888 2.395 2.962  -0.201
H -2.285 0.904 -4.082  0.044
O -0.690 0.408 -0.582  -0.199
H 0.851 -4.471 3.326  0.059
H 3.793 -2.079 -1.665  0.087
H 1.315 -4.946 -2.440  0.103
C -0.605 0.691 5.402  -0.071
H 2.440 2.478 -2.153  0.101
H -4.090 3.220 2.302  0.094
C -3.485 -1.742 5.202  -0.025
H -2.702 -0.141 -5.481  0.097
C 4.405 -4.176 2.762  -0.053
O -2.555 4.072 -1.666  -0.003
C 4.166 -1.078 -1.880  -0.017
H 7.422 -0.481 3.313  0.089
H -5.792 -1.948 -1.921  0.100
H -5.125 -4.900 1.249  0.090
O -4.467 -1.684 -4.686  0.036
H -8.339 -1.519 -1.358  0.089
O -1.187 -5.113 3.308  0.037
O 4.130 1.909 -5.370  0.056
H 5.684 3.402 3.722  0.080
H -6.792 -2.226 -3.386  0.132
O 3.607 -1.263 0.778  0.051
O -4.387 0.546 -4.479  0.045
H -0.166 -3.946 4.631  0.102
H -3.131 0.760 0.964  0.110
O -1.158 -1.964 -0.715  -0.305
H 3.101 1.920 3.542  0.126
O 2.304 1.246 1.167  0.050
H -2.077 2.573 -2.844  0.088
C -1.171 7.279 -1.460  -0.196
C 6.447 0.008 3.399  -0.057
H -2.938 -1.011 0.444  0.087
H 2.478 -5.328 3.234  0.096
H -0.221 7.003 -0.999  0.128
H 6.263 0.146 4.461  0.092
C -3.601 -0.207 0.761  -0.212
H -2.566 -4.419 -0.334  0.110
H -1.365 4.225 1.737  0.138
O 3.131 -5.619 1.320  0.047
C -3.161 -4.203 0.550  -0.195
O 3.193 0.060 -4.541  0.033
H 4.677 1.703 2.662  0.088
H 5.757 1.935 -6.680  0.128
O 2.088 2.036 -4.837  0.042
C 0.040 -4.795 3.977  -0.008
O -5.808 -0.437 -3.284  0.052
H 0.587 0.784 -5.275  0.096
H 4.478 -0.594 2.919  0.114
H -2.844 1.492 -5.544  0.107
H 6.579 0.979 2.919  0.077
C -2.238 2.683 -1.773  -0.033
C -3.031 0.677 -4.837  -0.062
H 4.417 3.027 4.947  0.084
H 7.322 1.193 -5.257  0.083
C 5.492 -0.841 2.603  -0.220
H -1.625 2.591 1.087  0.092
H -0.865 0.559 6.451  0.105
C -4.480 -4.991 0.377  -0.031
H 5.292 -4.352 2.149  0.098
C -7.775 -0.908 -2.060  -0.032
H -1.354 2.427 -1.192  0.057
P -0.434 -0.808 -1.492  -0.051
H -7.457 -0.054 -1.460  0.074
H 0.018 2.388 -4.789  0.109
O -2.029 6.136 -1.384  0.038
H -0.826 -0.294 4.977  0.073
C -1.873 8.506 -0.934  -0.054
C 1.860 2.482 -1.231  -0.020
C 2.744 2.348 0.919  -0.560
C 5.295 1.291 -5.936  -0.183
H 0.904 2.985 -1.376  0.078
O -0.476 4.742 -2.259  0.129
H -0.970 7.408 -2.526  0.129
C 2.382 -4.752 0.613  -0.543
H -2.980 1.998 -1.374  0.074
C -2.005 3.344 1.778  -0.168
C -4.862 -0.642 -4.154  -0.599
H 1.942 -3.508 -1.546  0.061
K -2.377 -2.795 -3.140  0.855
H 0.257 -5.712 4.517  0.114
O -2.634 -4.749 1.745  0.077
C -3.383 -1.077 2.957  -0.563
O -1.892 2.861 3.130  0.053
H -4.078 -2.329 5.899  0.106
C -6.482 -1.497 -2.633  -0.213
H 3.979 -6.262 2.884  0.137
H 4.611 -1.036 -2.870  0.081
H -3.698 2.859 0.646  0.042
C -1.557 -4.305 2.322  -0.564
H 3.336 -0.378 -1.945  0.067
O -0.270 1.352 2.734  0.065
O -1.140 1.842 4.814  0.042
C 0.750 1.613 -4.583  -0.004
O 5.741 -0.565 1.208  0.073
O 2.626 3.068 -0.185  0.065
H -4.193 -6.040 0.319  0.089
O 5.089 -0.711 -0.831  0.041
H -4.981 -4.612 -0.514  0.074
H -3.373 -3.138 0.627  0.109
O 1.080 -1.145 -1.465  -0.368
H 4.852 -4.007 3.745  0.088
C -0.981 1.978 3.488  -0.564
H 4.322 4.361 3.832  0.088

- Net charge: +2
- Strongest force on any atom: 2.74 eV Å⁻¹
- Total energy: -150495.960 eV
- Frontier orbital gap: 4.248 eV